(1)
Computed, not measured: C3H8N4 as an isolated structure, with the ωB97M-V functional and the def2-TZVPD basis.

```
15
Properties=species:S:1:pos:R:3:nbo_charge:R:1
C 0.989 -1.390 0.173 -0.254
C -0.361 -1.070 0.147 0.048
C -2.133 0.581 -0.149 -0.399
N 2.030 -0.580 -0.158 -0.262
N -0.771 0.132 -0.244 -0.578
N 2.103 0.703 -0.222 -0.018
N 1.135 1.411 0.352 -0.591
H 1.368 -2.498 0.265 0.203
H -1.010 -1.766 0.445 0.178
H -2.056 1.325 0.682 0.189
H -2.563 0.965 -0.993 0.192
H -2.956 -0.249 0.137 0.157
H 2.847 -1.017 -0.550 0.401
H 1.237 2.374 0.004 0.357
H 0.141 1.079 0.110 0.377
```

Frontier orbital gap (alpha / beta), eV: 8.055 / 8.056
Charge: 0

(2)
Computed, not measured: C9H36BF6NO13S2V as an isolated structure, with the ωB97M-V functional and the def2-TZVPD basis.

```
69
Properties=species:S:1:pos:R:3:nbo_charge:R:1
V -1.795 2.505 1.801 1.795
B 0.332 0.289 0.370 1.350
F 0.960 -0.049 1.553 -0.542
F 1.243 0.668 -0.574 -0.526
F -0.531 -0.687 -0.060 -0.531
F -0.604 1.432 0.691 -0.543
N -3.269 1.523 0.973 -1.133
S -3.824 1.079 -0.476 2.459
O -4.768 1.918 -1.105 -0.813
O -3.808 -0.321 -0.641 -0.840
F -2.531 1.470 -1.335 -0.509
S -4.795 1.137 1.741 2.401
O -5.195 -0.208 1.810 -0.769
O -5.755 2.165 1.606 -0.821
F -4.195 1.490 3.182 -0.502
C 1.206 2.756 2.810 -0.284
O 0.050 3.493 2.344 -0.770
H 1.013 1.753 3.175 0.234
H 1.965 2.639 2.035 0.223
H 1.716 3.290 3.613 0.213
H 0.312 4.417 2.264 0.534
C -0.699 3.946 -0.765 -0.267
O -1.748 3.868 0.229 -0.745
H -0.734 4.945 -1.196 0.218
H 0.298 3.870 -0.336 0.213
H -0.734 3.194 -1.549 0.230
H -2.539 4.298 -0.124 0.538
C 1.148 -3.359 2.330 -0.250
O 1.447 -3.723 3.672 -0.728
H 0.279 -2.700 2.276 0.158
H 2.010 -2.955 1.801 0.174
H 0.728 -4.241 1.832 0.174
H 1.851 -4.593 3.637 0.473
C 3.781 0.002 -4.550 -0.250
O 3.551 0.283 -3.158 -0.773
H 2.898 0.403 -5.061 0.154
H 4.568 0.680 -4.868 0.192
H 3.884 -1.060 -4.752 0.181
H 2.619 0.087 -2.983 0.490
C 1.296 -3.053 -1.530 -0.253
O 0.072 -2.884 -2.260 -0.735
H 1.394 -4.128 -1.396 0.187
H 2.036 -2.631 -2.212 0.175
H 1.304 -2.590 -0.540 0.152
H 0.037 -1.961 -2.530 0.472
C -1.678 -0.342 3.088 -0.270
O -1.551 1.102 3.327 -0.758
H -2.265 -0.834 3.862 0.226
H -2.201 -0.481 2.148 0.221
H -0.682 -0.775 3.072 0.240
H -1.377 1.259 4.263 0.532
C 4.467 -0.599 0.308 -0.245
O 5.308 -0.357 -0.807 -0.729
H 3.957 -1.564 0.246 0.157
H 5.129 -0.533 1.171 0.178
H 3.700 0.173 0.456 0.143
H 4.735 -0.420 -1.584 0.488
C 0.337 1.000 -4.163 -0.262
O 0.720 0.013 -3.195 -0.761
H 1.053 1.820 -4.209 0.178
H 0.338 0.467 -5.113 0.203
H -0.696 1.292 -3.969 0.171
H 0.445 0.288 -2.314 0.486
C -2.503 -3.545 0.437 -0.259
O -3.769 -3.078 0.040 -0.719
H -2.558 -4.548 0.859 0.186
H -1.831 -3.731 -0.417 0.184
H -1.915 -2.864 1.066 0.131
H -3.636 -2.196 -0.318 0.474
```

Spin multiplicity: 3
Frontier orbital gap (alpha / beta), eV: 3.673 / 4.982
Charge: +1

(3)
Computed, not measured: C5H8O in the gas phase, with the ωB97M-V functional and the def2-TZVPD basis.

```
14
Properties=species:S:1:pos:R:3:nbo_charge:R:1
C 1.291 0.984 0.241 -0.062
C 0.981 -0.472 -0.070 -0.433
C -0.414 -0.667 0.558 -0.281
C -1.318 -0.711 -0.645 -0.451
C -0.974 0.627 0.117 0.100
O 0.030 1.602 -0.051 -0.515
H 2.047 1.437 -0.412 0.190
H 1.594 1.158 1.287 0.166
H 0.734 -0.456 -1.137 0.209
H 1.744 -1.225 0.136 0.225
H -0.568 -1.162 1.513 0.219
H -0.889 -1.286 -1.470 0.214
H -2.376 -0.914 -0.569 0.211
H -1.882 1.084 0.502 0.208
```

Frontier orbital gap, eV: 10.283
SMILES: C1C[C@@H]2C[C@@H]2O1
Charge: 0

Molar mass, respectively: 100.1; 606.3; 84.1 g mol⁻¹.
E_tot, respectively: -9196.9785; -102357.4973; -7359.8283 eV.
Energy relative to the best compared isomer or geometry (same formula, charge and spin), respectively: 107.3; 20.3; 56.0 kcal per mole.